1.
Entry from the OMol25 dataset: a molecular structure, C35H30BrN5O2Rb (the ωB97M-V functional and the def2-TZVPD basis).

Last column: natural (NBO) charge in e.
Element x y z (Å)
Rb (0.847, 0.014, -0.112)  0.918
C (-1.276, -3.984, 1.535)  -0.642
C (0.127, -3.865, 2.056)  -0.053
C (0.432, -4.273, 3.347)  -0.213
C (1.710, -4.137, 3.871)  -0.264
C (2.697, -3.564, 3.083)  -0.217
C (2.425, -3.138, 1.790)  -0.086
C (3.506, -2.498, 0.957)  -0.616
C (1.135, -3.298, 1.247)  0.260
N (0.875, -2.772, -0.013)  -0.751
C (0.411, -3.553, -0.974)  0.591
O (0.247, -4.789, -0.952)  -0.736
C (0.050, -2.833, -2.275)  0.130
C (-0.480, -3.599, -3.306)  -0.240
C (-0.826, -2.974, -4.491)  -0.188
C (-0.626, -1.610, -4.609)  -0.239
C (-0.090, -0.916, -3.532)  0.131
N (0.235, -1.511, -2.378)  -0.455
C (0.109, 0.593, -3.691)  0.585
O (-0.172, 1.082, -4.803)  -0.735
N (0.570, 1.212, -2.616)  -0.749
C (0.686, 2.597, -2.614)  0.260
C (-0.429, 3.452, -2.757)  -0.052
C (-1.793, 2.872, -2.995)  -0.642
C (-0.261, 4.825, -2.638)  -0.213
C (0.982, 5.386, -2.378)  -0.260
C (2.074, 4.547, -2.220)  -0.229
C (1.941, 3.169, -2.326)  -0.074
C (3.136, 2.272, -2.130)  -0.619
H (-1.962, -4.265, 2.336)  0.192
H (-1.324, -4.726, 0.737)  0.253
H (-1.607, -3.033, 1.107)  0.208
H (-0.354, -4.707, 3.957)  0.190
H (1.932, -4.469, 4.878)  0.194
H (3.702, -3.449, 3.478)  0.189
H (4.492, -2.729, 1.362)  0.198
H (3.408, -1.406, 0.945)  0.187
H (3.449, -2.838, -0.076)  0.236
H (-0.601, -4.659, -3.142)  0.242
H (-1.245, -3.543, -5.313)  0.199
H (-0.863, -1.055, -5.505)  0.242
H (-2.000, 2.075, -2.275)  0.209
H (-1.849, 2.427, -3.990)  0.253
H (-2.561, 3.641, -2.897)  0.191
H (-1.128, 5.468, -2.750)  0.190
H (1.095, 6.460, -2.297)  0.194
H (3.053, 4.971, -2.016)  0.190
H (4.064, 2.833, -2.250)  0.199
H (3.118, 1.445, -2.839)  0.236
H (3.148, 1.837, -1.123)  0.186
Br (-6.831, -0.825, -0.373)  0.050
C (-5.147, -0.261, 0.280)  -0.080
C (-3.995, -0.610, -0.401)  -0.216
C (-2.772, -0.186, 0.093)  -0.195
C (-2.685, 0.576, 1.254)  0.179
C (-3.862, 0.917, 1.920)  -0.227
C (-5.090, 0.502, 1.438)  -0.238
N (-1.375, 0.943, 1.657)  -0.417
C (-1.166, 1.612, 2.710)  0.090
C (0.190, 2.009, 3.152)  0.210
C (0.304, 2.746, 4.324)  -0.244
C (1.561, 3.131, 4.763)  -0.170
C (2.660, 2.762, 4.011)  -0.247
C (2.447, 2.023, 2.852)  0.054
N (1.252, 1.649, 2.420)  -0.429
H (-4.041, -1.203, -1.304)  0.241
H (-1.874, -0.460, -0.444)  0.240
H (-3.848, 1.512, 2.823)  0.204
H (-6.000, 0.769, 1.957)  0.223
H (-1.975, 1.942, 3.369)  0.146
H (-0.588, 3.010, 4.879)  0.214
H (1.674, 3.705, 5.673)  0.217
H (3.663, 3.035, 4.308)  0.222
H (3.290, 1.718, 2.240)  0.198

Properties
E in hartree: -4374.248278
Charge: -1
Spin multiplicity: 1
LUMO level in eV: 1.06
Energy above the lowest of the compared OMol25 structures with the same formula, charge and spin in kcal per mole: 0.0
HOMO level in eV: -4.64
Orbital gap in eV: 5.71

2.
Entry from the OMol25 dataset: a molecular structure, C35H30Cl2N3O8OsS (the ωB97M-V functional and the def2-TZVPD basis).

Last column: Mulliken charge in e.
Element x y z (Å)
Os (0.229, 0.116, 0.412)  2.701
Cl (-2.397, 6.417, 2.783)  -0.195
C (-1.654, 4.880, 2.548)  0.093
C (-0.595, 4.481, 3.387)  -0.509
C (0.037, 3.288, 3.166)  -0.573
C (-0.337, 2.437, 2.112)  0.432
O (0.375, 1.356, 1.919)  -0.478
C (-1.448, 2.809, 1.309)  0.399
C (-1.957, 2.047, 0.237)  0.589
N (-1.548, 0.878, -0.183)  0.340
C (-2.044, 0.267, -1.378)  0.478
C (-3.161, 0.641, -2.071)  -0.909
C (-3.494, 0.004, -3.284)  -1.065
C (-2.738, -1.019, -3.777)  -0.917
C (-1.611, -1.469, -3.051)  0.713
C (-0.823, -2.584, -3.424)  -0.645
C (0.256, -2.935, -2.663)  -0.927
C (0.573, -2.171, -1.531)  -0.275
N (-0.165, -1.146, -1.147)  0.036
C (-1.266, -0.798, -1.872)  0.442
C (-2.068, 4.060, 1.546)  -1.281
H (-0.274, 5.127, 4.193)  0.435
H (0.873, 2.971, 3.776)  0.520
H (-2.771, 2.518, -0.303)  0.177
H (-3.804, 1.432, -1.707)  0.493
H (-4.370, 0.338, -3.825)  0.410
H (-2.991, -1.500, -4.714)  0.478
H (-1.096, -3.162, -4.298)  0.493
H (0.869, -3.790, -2.911)  0.461
H (1.437, -2.399, -0.921)  0.654
H (-2.884, 4.380, 0.908)  0.461
C (7.299, -0.559, 1.347)  -1.455
C (6.513, -0.431, 0.070)  0.834
C (5.944, 0.784, -0.308)  -0.959
C (5.263, 0.911, -1.507)  -0.210
C (5.133, -0.194, -2.334)  0.043
C (5.672, -1.424, -1.969)  -0.494
C (6.362, -1.531, -0.774)  -0.659
S (4.382, -0.057, -3.926)  1.370
O (4.600, 1.257, -4.464)  -0.666
O (4.769, -1.211, -4.674)  -0.727
N (2.735, -0.193, -3.646)  -0.086
C (1.899, 0.993, -3.847)  -0.991
C (1.965, 2.091, -2.761)  -0.571
C (1.498, 1.552, -1.440)  0.564
O (0.503, 2.046, -0.865)  -0.623
O (2.008, 0.520, -0.929)  -1.004
H (7.341, 0.388, 1.882)  0.355
H (8.320, -0.877, 1.130)  0.356
H (6.855, -1.311, 2.000)  0.329
H (6.050, 1.648, 0.338)  0.360
H (4.870, 1.874, -1.810)  0.494
H (5.573, -2.266, -2.643)  0.504
H (6.809, -2.480, -0.497)  0.436
H (2.591, -0.605, -2.731)  0.056
H (0.865, 0.650, -3.933)  0.373
H (2.200, 1.434, -4.792)  0.540
H (1.303, 2.909, -3.036)  0.442
H (2.986, 2.467, -2.699)  0.250
C (-1.763, -1.531, 6.370)  -1.258
C (-2.374, -2.323, 5.245)  0.796
C (-3.746, -2.479, 5.115)  -0.735
C (-4.280, -3.219, 4.072)  0.095
Cl (-6.002, -3.342, 3.892)  -0.222
C (-3.451, -3.859, 3.177)  -0.839
C (-2.077, -3.696, 3.287)  -0.377
C (-1.547, -2.898, 4.283)  0.651
O (-0.198, -2.649, 4.434)  -0.475
C (0.666, -2.756, 3.338)  -0.871
C (0.357, -1.777, 2.219)  0.985
O (1.299, -1.447, 1.430)  -0.819
O (-0.777, -1.291, 2.043)  -0.756
H (-2.526, -1.188, 7.066)  0.416
H (-1.224, -0.664, 5.979)  0.230
H (-1.034, -2.138, 6.909)  0.312
H (-4.408, -2.012, 5.833)  0.389
H (-3.871, -4.480, 2.397)  0.434
H (-1.426, -4.188, 2.575)  0.369
H (0.685, -3.771, 2.928)  0.348
H (1.657, -2.518, 3.713)  0.436

Properties
E in hartree: -3526.992635
Charge: +1
Spin multiplicity: 1
LUMO level (spin up / spin down) in eV: -5.03 / -5.03
Energy above the lowest of the compared OMol25 structures with the same formula, charge and spin in kcal per mole: 53.4
HOMO level (spin up / spin down) in eV: -10.49 / -10.49
Orbital gap (spin up / spin down) in eV: 5.46 / 5.46

3.
Entry from the OMol25 dataset: a molecular structure, C35H30ClNPPr (the ωB97M-V functional and the def2-TZVPD basis).

Last column: natural (NBO) charge in e.
Element x y z (Å)
C (2.573, 2.367, 1.863)  -0.305
C (1.156, 2.231, 1.891)  -0.326
C (0.825, 1.262, 2.894)  -0.339
H (0.427, 2.852, 1.355)  0.246
C (2.048, 0.799, 3.483)  -0.361
C (3.141, 1.435, 2.793)  -0.440
H (4.208, 1.380, 3.060)  0.248
H (3.157, 3.163, 1.390)  0.244
H (-0.193, 1.044, 3.241)  0.252
H (2.170, 0.109, 4.330)  0.249
Pr (2.254, -0.360, 1.067)  1.636
Cl (1.170, -2.637, 1.776)  -0.548
P (-2.557, 0.034, 0.509)  0.818
C (-3.090, -0.234, 2.191)  -0.266
C (-4.223, 0.457, 2.664)  -0.237
H (-4.745, 1.155, 1.999)  0.226
C (-4.651, 0.237, 3.972)  -0.215
H (-5.512, 0.797, 4.345)  0.216
C (-3.987, -0.690, 4.787)  -0.210
H (-4.316, -0.834, 5.815)  0.216
C (-2.884, -1.409, 4.302)  -0.200
H (-2.390, -2.164, 4.923)  0.221
C (-2.404, -1.163, 3.019)  -0.228
H (-1.513, -1.682, 2.646)  0.245
C (-2.960, 1.668, -0.072)  -0.325
C (-2.765, 2.797, 0.768)  -0.253
H (-2.423, 2.661, 1.799)  0.222
C (-3.046, 4.068, 0.280)  -0.139
H (-2.944, 4.929, 0.945)  0.207
C (-3.453, 4.228, -1.053)  -0.251
H (-3.612, 5.231, -1.448)  0.214
C (-3.608, 3.118, -1.896)  -0.198
H (-3.910, 3.252, -2.935)  0.217
C (-3.378, 1.836, -1.411)  -0.224
H (-3.531, 0.955, -2.039)  0.224
C (-2.978, -1.323, -0.548)  -0.276
C (-4.173, -2.015, -0.281)  -0.216
H (-4.797, -1.702, 0.556)  0.222
C (-4.525, -3.097, -1.079)  -0.212
H (-5.434, -3.658, -0.850)  0.217
C (-3.725, -3.452, -2.172)  -0.202
H (-4.014, -4.299, -2.790)  0.217
C (-2.543, -2.751, -2.454)  -0.205
H (-1.942, -2.990, -3.337)  0.222
C (-2.124, -1.735, -1.602)  -0.205
H (-1.151, -1.261, -1.737)  0.226
C (3.223, -3.872, -3.823)  -0.274
C (2.197, -3.773, -2.875)  -0.187
C (2.058, -2.632, -2.098)  -0.257
C (3.035, -1.609, -2.187)  0.182
C (4.054, -1.688, -3.165)  -0.259
C (4.132, -2.826, -3.973)  -0.200
N (2.971, -0.601, -1.228)  -0.829
C (3.909, 0.462, -1.131)  0.118
C (5.138, 0.216, -0.465)  -0.284
C (6.084, 1.230, -0.402)  -0.141
C (5.797, 2.495, -0.946)  -0.243
C (4.553, 2.753, -1.562)  -0.184
C (3.611, 1.741, -1.663)  -0.225
H (3.303, -4.769, -4.427)  0.209
H (1.486, -4.577, -2.724)  0.211
H (1.253, -2.520, -1.360)  0.216
H (4.802, -0.895, -3.256)  0.208
H (4.908, -2.914, -4.723)  0.208
H (5.298, -0.784, -0.045)  0.225
H (7.051, 1.022, 0.057)  0.211
H (6.529, 3.309, -0.847)  0.219
H (4.347, 3.740, -1.983)  0.220
H (2.636, 1.881, -2.135)  0.235

Properties
E in hartree: -2725.069354
Spin multiplicity: 3
LUMO level (spin up / spin down) in eV: -0.32 / -0.25
HOMO level (spin up / spin down) in eV: -7.11 / -7.11
Orbital gap (spin up / spin down) in eV: 6.79 / 6.87

Question: E of number 3 (C35H30ClNPPr)?
Answer: -2725.069354 hartree